Record 1
Formula: C10H8O2Se
Source: the OMol25 dataset
Level of theory: ωB97M-V with the def2-TZVPD basis set

XYZ file:
```
21
Properties=species:S:1:pos:R:3:forces:R:3
C -2.9700 -0.2677 -0.0166 -0.4 -2.8 -1.9
C -3.0277 0.8150 0.7767 -2.6 2.4 1.4
C -1.7910 -0.9878 -0.1927 -0.3 2.5 0.6
C -1.8793 1.4274 1.2096 1.6 1.0 1.5
C -0.5922 -0.4493 0.2879 -0.5 1.2 1.1
C 0.7518 -0.9614 0.2777 -0.6 1.0 -0.3
C -0.5986 0.8552 0.9260 -0.7 -1.6 -0.4
C 1.7277 -0.1354 0.6438 -2.7 1.6 0.8
C 1.0060 -2.3218 -0.1730 2.6 -0.9 -1.6
C 3.2719 1.2403 -1.3205 -2.7 -2.3 -1.0
O 0.2827 -3.2335 0.0338 -1.7 -1.1 0.6
O 0.5793 1.3147 1.2783 1.4 -1.7 -1.0
Se 3.4681 0.1236 0.3657 0.8 1.1 -0.5
H -3.8859 -0.6167 -0.5437 0.8 0.1 0.7
H -4.1242 1.1809 1.0470 2.7 -0.3 -0.5
H -1.8642 -1.7938 -0.8236 0.3 -2.1 -1.1
H -1.8737 2.2880 1.9121 -0.2 -0.5 -0.8
H 1.9502 -2.5926 -0.7628 -0.5 1.0 0.6
H 3.2832 0.5077 -2.2119 0.1 1.1 1.4
H 2.2052 1.6917 -1.2918 2.1 -0.4 0.1
H 4.0807 1.9155 -1.4222 0.6 0.8 0.2
```
Positions in Å, forces in eV/Å.

Summary:
spin multiplicity = 1
highest occupied orbital energy = -0.30151 Eh
calculated total energy = -2937.6337 Eh
E_LUMO = -0.48 eV
orbital gap = 7.723 eV

Here are the natural (NBO) charges for atoms 1 to 2, given in e: number 1, C, carries -0.252; number 2, C, carries -0.178

***

Record 2
Formula: C23H25N3O5S
Source: the OMol25 dataset
Level of theory: ωB97M-V with the def2-TZVPD basis set

XYZ file:
```
57
Properties=species:S:1:pos:R:3:forces:R:3
C 6.7018 2.6608 0.6158 0.0 0.2 0.1
H 6.4278 2.8275 1.6625 0.0 0.0 0.0
O 6.4263 1.3411 0.2139 -0.1 -0.3 -0.1
C 5.1335 0.9084 0.2598 -0.2 0.0 0.0
C 4.0478 1.6648 0.6705 0.5 0.1 0.0
C 2.7777 1.1078 0.6712 -0.2 -0.2 -0.1
C 2.5716 -0.1984 0.2648 0.2 0.2 0.0
C 3.6774 -0.9697 -0.1524 -0.1 0.1 0.1
C 4.9390 -0.4139 -0.1513 0.1 0.0 0.0
H 5.8087 -0.9682 -0.4618 0.1 -0.1 -0.1
O 3.3900 -2.2550 -0.5379 -0.2 0.5 0.2
C 4.4519 -3.0783 -0.9555 0.2 -0.2 -0.1
H 5.1869 -3.2183 -0.1574 0.0 0.0 0.0
H 4.9490 -2.6719 -1.8413 0.0 0.0 0.0
H 3.9999 -4.0379 -1.2027 0.1 0.1 0.0
N 1.3248 -0.8241 0.2273 0.1 -0.4 -0.2
C 0.1085 -0.3379 0.5757 -0.1 -0.1 0.0
O -0.0693 0.8010 1.0114 0.2 0.0 0.1
C -0.9996 -1.2735 0.3688 -0.6 0.2 0.1
C -2.3085 -0.8329 0.4853 0.1 -0.2 -0.1
N -2.6653 0.4509 0.7965 0.3 0.2 0.1
C -3.9607 0.8530 0.8193 0.1 0.4 0.3
O -4.8685 0.0695 0.6254 -0.3 0.2 0.0
C -4.1364 2.3390 1.0841 -0.1 0.1 0.1
N -4.4644 3.0289 -0.1569 0.0 0.2 0.0
H -4.5144 4.0265 0.0204 -0.1 -0.1 0.0
C -3.5800 2.7628 -1.2759 0.1 0.0 -0.2
C -2.1239 3.0470 -1.0392 -0.3 0.6 0.5
C -1.4863 4.0460 -0.3629 -0.4 -0.4 -0.2
C -0.0983 3.7885 -0.4885 0.2 -0.4 -0.4
C 0.0040 2.6561 -1.2305 0.5 0.7 0.3
O -1.2139 2.1974 -1.5656 -0.2 -0.3 -0.2
H 0.8522 2.0960 -1.5698 0.1 -0.2 -0.1
H 0.7029 4.3680 -0.0787 0.2 0.1 0.1
H -1.9397 4.8662 0.1572 -0.2 0.1 0.1
H -3.9437 3.3660 -2.1154 0.0 -0.2 0.0
H -3.6841 1.7107 -1.5584 0.0 0.1 -0.1
H -4.9851 2.4732 1.7599 0.2 -0.1 0.0
H -3.2224 2.7225 1.5665 -0.1 -0.1 -0.1
H -1.8498 1.0534 0.9681 -0.3 0.0 0.0
S -3.5039 -2.0368 0.1648 0.6 -0.5 -0.1
C -2.2328 -3.1790 -0.1078 0.2 0.4 0.2
C -0.9858 -2.6558 0.0259 -0.5 -0.3 0.0
C 0.0561 -3.7036 -0.2351 0.0 -0.1 0.0
H 0.5247 -3.5461 -1.2119 0.1 0.0 0.0
H 0.8401 -3.7322 0.5237 0.1 0.0 -0.1
C -0.7651 -5.0145 -0.2303 0.0 0.0 0.0
H -0.6869 -5.4808 0.7520 0.0 0.0 0.0
H -0.3988 -5.7239 -0.9702 0.0 -0.1 0.0
C -2.2344 -4.6193 -0.4869 -0.2 -0.1 -0.1
H -2.5040 -4.7386 -1.5401 0.0 -0.1 0.0
H -2.9314 -5.2125 0.1047 0.0 -0.1 0.0
H 1.3647 -1.7687 -0.1265 -0.1 0.1 0.0
H 1.9328 1.6940 0.9905 0.0 0.0 0.0
H 4.1649 2.6858 0.9939 0.1 0.1 0.0
H 7.7774 2.7852 0.5011 -0.1 0.0 0.0
H 6.1838 3.3896 -0.0158 0.0 0.0 0.0
```
Positions in Å, forces in eV/Å.

Summary:
spin multiplicity = 1
highest occupied orbital energy = -0.27803 Eh
SMILES = COc1ccc(NC(=O)c2c(NC(=O)CNCc3ccco3)sc3c2CCC3)c(OC)c1
calculated total energy = -1830.1005 Eh
relative energy (zero: lowest compared OMol25 entry of this formula, charge and spin) = 2.709 eV
E_LUMO = 0.61 eV
orbital gap = 8.174 eV

Here are the natural (NBO) charges for atoms 1 to 2, given in e: number 1, C, carries -0.251; number 2, H, carries 0.177

***

Record 3
Formula: C4H12NO2
Source: the OMol25 dataset
Level of theory: ωB97M-V with the def2-TZVPD basis set

XYZ file:
```
19
Properties=species:S:1:pos:R:3:forces:R:3
C 0.6300 -0.0912 1.0350 2.4 -3.0 -2.4
C 1.4372 0.1354 -0.3468 2.7 0.9 2.6
C 1.1332 -0.5415 -1.6728 0.6 -0.9 -0.5
C 0.7486 -1.9783 -1.5158 1.3 2.5 -1.4
O 0.1015 -2.3315 -0.5385 -3.5 -1.2 4.5
N -0.8353 -0.3835 0.9095 -0.4 1.3 3.5
H 1.1373 -1.0106 1.3999 -1.1 0.4 0.2
H 0.9638 0.7050 1.6573 -0.9 0.8 0.6
H 1.4276 1.2267 -0.2980 -0.2 0.3 -1.5
H 2.5435 -0.0094 -0.0975 -1.3 -0.4 0.3
H 0.3712 0.2003 -1.8699 -1.6 -0.1 -1.9
H 1.9294 -0.6035 -2.4951 -0.8 1.1 1.4
H 1.0527 -2.7692 -2.1096 1.2 -1.0 -2.2
H -0.9583 -1.3236 0.5211 0.7 -0.9 -1.2
H -1.3729 0.2947 0.3939 0.1 0.4 -0.7
H -1.2823 -0.3481 1.8859 0.8 -0.2 -1.5
H -3.4968 2.3638 0.8849 2.7 0.2 1.0
H -2.9496 3.7107 1.0563 1.8 -2.0 0.6
O -2.5807 2.7537 1.2001 -4.5 1.6 -1.6
```
Positions in Å, forces in eV/Å.

Summary:
spin multiplicity = 2
highest occupied orbital energy (spin up / spin down) = -0.12014 / -0.28014 Eh
calculated total energy = -364.6471 Eh
relative energy (zero: lowest compared OMol25 entry of this formula, charge and spin) = 3.068 eV
E_LUMO (spin up / spin down) = -0.02 / -0.15 eV
orbital gap (spin up / spin down) = 3.252 / 7.478 eV

Here are the natural (NBO) charges for atoms 1 to 2, given in e: number 1, C, carries -0.252; number 2, C, carries -0.405

***

Record 4
Formula: C4H12O3
Source: the OMol25 dataset
Level of theory: ωB97M-V with the def2-TZVPD basis set

XYZ file:
```
19
Properties=species:S:1:pos:R:3:forces:R:3
C -0.4302 1.7103 0.7389 2.1 -0.8 0.2
C -0.8104 0.5261 -0.1576 -0.3 2.1 -1.6
C -1.1440 -0.5858 0.7894 -3.5 -0.3 1.0
C -1.8588 0.9894 -1.2092 -3.2 -1.8 1.8
O 0.0280 1.4792 1.8402 -0.3 0.7 -0.1
H -0.3178 2.7437 0.3890 -0.6 0.2 -0.5
H 0.0638 0.3462 -0.8205 0.0 -0.2 0.8
H -0.2628 -1.1919 1.0161 -0.7 -0.4 -0.1
H -1.4816 -0.0590 1.7329 0.8 -0.9 -0.7
H -2.1972 -1.0950 0.5501 2.8 0.3 -0.1
H -2.3649 0.1184 -1.7261 0.8 0.7 0.6
H -2.7458 1.5418 -0.7569 1.0 -0.7 -0.1
H -1.5465 1.6314 -1.9623 1.3 1.1 -1.3
H 2.8359 -3.2519 -1.2612 -0.8 0.6 -0.6
H 2.1128 -2.8471 -2.6310 0.2 0.3 2.5
O 2.1261 -2.6756 -1.6271 0.6 -0.8 -1.9
H 3.4091 0.3265 1.4171 -0.1 0.2 -0.2
H 1.8554 0.3269 1.6932 1.2 -0.2 0.4
O 2.7291 -0.0338 1.9852 -1.1 0.1 0.0
```
Positions in Å, forces in eV/Å.

Summary:
spin multiplicity = 1
highest occupied orbital energy = -0.36764 Eh
SMILES = CC(C)C=O.O.O
calculated total energy = -385.2674 Eh
relative energy (zero: lowest compared OMol25 entry of this formula, charge and spin) = 1.480 eV
E_LUMO = 0.59 eV
orbital gap = 10.599 eV

Here are the natural (NBO) charges for atoms 1 to 2, given in e: number 1, C, carries 0.440; number 2, C, carries -0.346

***

Record 5
Formula: C4H11N3O2
Source: the OMol25 dataset
Level of theory: ωB97M-V with the def2-TZVPD basis set

XYZ file:
```
20
Properties=species:S:1:pos:R:3:forces:R:3
C 2.1621 1.6415 -1.1602 -0.4 -0.6 0.4
C 1.4622 -0.4360 -0.2071 0.4 -0.2 -0.5
N 1.6390 -1.3897 0.7585 -0.4 -1.7 0.3
N 2.3316 0.4935 -0.2862 -0.4 1.0 0.4
N 0.4328 -0.6439 -1.1230 0.6 1.0 0.9
H 0.9016 -1.8141 1.3133 0.0 0.6 -0.7
H 2.5430 -1.4978 1.1677 0.3 0.5 0.0
H -2.5988 -2.4035 0.6207 0.7 -0.7 0.6
H 0.2405 0.1779 -1.6622 -0.5 -0.4 -0.4
H -0.1162 -1.4733 -1.1674 -0.1 -0.1 0.0
H 3.1348 1.8504 -1.5944 -0.2 0.2 -0.5
H 1.8253 2.5303 -0.6148 0.4 -0.1 0.4
H 1.3431 1.5615 -1.8871 0.5 -0.2 -0.7
C -2.3599 0.8005 0.7839 0.5 1.5 -2.0
C -1.9254 -0.5991 0.9110 0.5 -0.6 2.1
O -1.0191 -0.8900 1.6591 -0.2 -0.4 -0.4
O -2.7248 -1.5059 0.3467 -1.0 1.1 -1.3
H -1.4814 1.4491 0.8017 0.1 -0.2 0.8
H -3.0651 1.0767 1.5565 -0.1 -0.1 0.1
H -2.7253 1.0720 -0.2167 -0.7 -0.5 0.3
```
Positions in Å, forces in eV/Å.

Summary:
spin multiplicity = 1
highest occupied orbital energy = -0.29152 Eh
SMILES = CN=C(N)N.CC(=O)O
calculated total energy = -473.7588 Eh
relative energy (zero: lowest compared OMol25 entry of this formula, charge and spin) = 1.195 eV
E_LUMO = 0.47 eV
orbital gap = 8.403 eV

Here are the natural (NBO) charges for atoms 1 to 2, given in e: number 1, C, carries -0.423; number 2, C, carries 0.584

***

Record 6
Formula: C33H64F3NO13
Source: the OMol25 dataset
Level of theory: ωB97M-V with the def2-TZVPD basis set

XYZ file:
```
114
Properties=species:S:1:pos:R:3:forces:R:3
O -5.2698 2.0568 -0.3507 -2.1 -2.5 1.7
C -4.6716 2.8734 -0.9096 1.4 1.9 -1.0
O -4.5677 2.8146 -2.2565 0.4 0.6 -0.3
N -3.9925 3.9269 -0.2072 0.5 -0.2 -0.7
C -2.5669 4.0090 -0.5019 -0.4 1.3 0.6
O -1.8758 3.0090 0.2657 -0.7 0.7 -0.7
C -1.2464 2.0976 -0.4695 0.3 -0.7 1.2
F -0.0706 2.5138 -0.9223 0.7 0.6 -0.7
F -1.9470 1.6457 -1.4990 -0.5 0.0 -0.9
F -0.9966 1.0686 0.3132 0.1 -0.8 0.6
H -4.0148 3.5378 -2.5894 -0.1 -0.1 0.0
H -4.4581 4.8211 -0.3167 0.1 -0.1 0.1
H -2.3148 4.0115 -1.5718 0.2 -0.5 0.5
H -2.2358 4.9796 -0.1111 0.0 -0.3 -0.1
C 0.9739 -2.8623 -1.5154 0.4 -0.1 0.0
C 1.8694 -2.2924 -0.4432 0.1 0.0 0.0
O 3.0534 -2.5566 -0.4037 -0.1 0.0 0.0
C 1.2329 -1.3824 0.5754 0.4 -0.2 0.0
H 1.5589 -3.4966 -2.1771 -0.1 0.0 0.0
H 0.1848 -3.4638 -1.0630 -0.1 0.1 -0.1
H 0.5341 -2.0538 -2.1020 -0.2 0.0 0.1
H 0.4546 -1.9212 1.1201 -0.2 0.1 -0.1
H 0.8065 -0.5101 0.0818 -0.1 -0.1 0.1
H 1.9860 -1.0465 1.2814 -0.1 0.1 0.0
C 4.4843 0.3072 2.6139 -0.2 -0.2 -0.3
C 3.3510 1.2867 2.7983 -0.2 0.1 0.1
O 2.3045 1.1607 2.1958 0.1 0.0 0.0
C 3.5745 2.4232 3.7567 -0.2 0.1 -0.1
H 4.1901 -0.4595 1.8970 0.0 0.0 0.0
H 5.3645 0.8274 2.2304 0.1 0.0 0.2
H 4.7190 -0.1737 3.5651 0.2 0.1 0.0
H 4.4173 3.0318 3.4194 0.1 -0.1 0.1
H 3.7671 2.0341 4.7571 0.1 0.1 -0.1
H 2.6819 3.0467 3.7907 0.0 -0.1 0.0
C 4.1790 3.0853 -0.0980 0.1 -0.1 0.3
C 5.3827 3.9180 0.2579 0.1 0.0 0.1
O 5.9389 3.7990 1.3298 0.0 0.0 -0.1
C 5.8650 4.9019 -0.7753 0.4 0.1 0.3
H 3.9422 2.4233 0.7308 0.0 0.1 -0.1
H 3.3207 3.7326 -0.2870 0.0 -0.1 -0.2
H 4.3945 2.4819 -0.9817 -0.1 0.2 -0.1
H 5.0799 5.6275 -0.9957 0.0 -0.1 -0.2
H 6.1479 4.3711 -1.6836 -0.2 0.1 0.0
H 6.7353 5.4327 -0.3897 -0.1 0.0 0.1
C -7.3376 -1.7369 -1.6384 0.0 -0.3 -0.1
C -6.1983 -2.2499 -0.7940 0.1 -0.1 0.1
O -5.8408 -3.4079 -0.8497 -0.1 0.2 -0.1
C -5.5229 -1.2633 0.1203 0.2 -0.3 0.0
H -7.7306 -2.5498 -2.2476 0.0 0.0 0.0
H -8.1357 -1.3592 -0.9973 0.1 0.2 0.0
H -6.9838 -0.9418 -2.2966 -0.1 0.1 0.1
H -6.2435 -0.8658 0.8369 0.0 0.2 -0.1
H -5.0905 -0.4513 -0.4647 -0.2 0.2 0.1
H -4.7253 -1.7657 0.6656 0.0 0.0 0.0
C 4.3020 0.2555 8.2221 -0.1 0.0 -0.3
C 3.8747 1.6798 7.9676 -0.1 0.0 -0.1
O 3.4430 2.0266 6.8911 0.0 -0.1 0.3
C 4.0085 2.6539 9.1116 -0.1 0.2 -0.2
H 4.1525 -0.3333 7.3186 0.0 0.0 0.0
H 5.3592 0.2255 8.4909 -0.1 0.0 0.2
H 3.7029 -0.1756 9.0259 0.1 0.0 0.1
H 5.0532 2.7273 9.4186 0.0 -0.1 0.1
H 3.3968 2.3263 9.9538 0.2 -0.1 0.1
H 3.6669 3.6363 8.7905 0.0 0.0 0.0
C -4.9851 -3.1760 3.6111 -0.3 0.1 0.0
C -4.7358 -2.2142 4.7456 -0.2 0.1 0.0
O -5.5950 -1.4528 5.1296 0.1 -0.1 0.0
C -3.3676 -2.2423 5.3817 -0.1 0.2 0.2
H -6.0042 -3.0493 3.2481 0.0 0.0 0.0
H -4.2933 -2.9720 2.7920 0.1 -0.2 0.1
H -4.8631 -4.2041 3.9585 0.2 0.0 -0.1
H -2.6056 -2.0009 4.6386 0.0 -0.2 0.0
H -3.1734 -3.2296 5.8044 0.1 0.0 -0.2
H -3.3260 -1.5034 6.1802 0.0 0.0 0.0
C -1.0157 5.8071 -5.3237 -0.2 0.2 0.2
C -0.8619 4.9296 -4.1090 0.0 0.0 0.1
O -1.5097 5.1304 -3.1004 0.0 0.0 -0.3
C 0.1264 3.7968 -4.1970 -0.1 0.0 0.3
H -1.7564 6.5792 -5.1218 0.0 0.0 0.0
H -0.0641 6.2857 -5.5599 0.0 -0.1 -0.1
H -1.3516 5.2105 -6.1733 0.2 0.0 -0.1
H 1.1270 4.1897 -4.3850 0.0 -0.1 -0.2
H -0.1609 3.1144 -4.9988 0.1 0.1 -0.1
H 0.1364 3.2492 -3.2569 0.0 0.0 0.0
C 1.4211 -5.5634 -5.0340 0.0 0.2 0.2
C -0.0178 -5.5057 -4.5807 -0.1 0.1 0.2
O -0.3450 -4.8813 -3.5978 0.0 -0.1 -0.1
C -1.0305 -6.2610 -5.4066 -0.2 0.1 0.2
H 2.0383 -4.9798 -4.3528 0.0 0.0 0.0
H 1.7726 -6.5964 -5.0292 0.0 0.0 -0.2
H 1.5129 -5.1453 -6.0380 0.0 -0.2 -0.1
H -0.7845 -7.3242 -5.4180 0.1 0.0 -0.2
H -1.0443 -5.8730 -6.4266 0.1 -0.2 -0.1
H -2.0193 -6.1340 -4.9691 0.0 0.0 0.0
C 6.0904 4.0838 -5.6795 -0.2 0.1 0.2
C 6.2731 3.1933 -4.4759 -0.1 0.0 0.1
O 5.6420 3.3718 -3.4570 0.0 -0.1 -0.3
C 7.2741 2.0722 -4.5937 -0.1 0.0 0.3
H 5.3440 4.8444 -5.4560 0.0 0.0 0.0
H 7.0325 4.5767 -5.9250 0.0 -0.1 -0.1
H 5.7480 3.4937 -6.5312 0.2 0.0 -0.1
H 8.2673 2.4783 -4.7926 0.0 -0.1 -0.2
H 6.9827 1.3952 -5.3985 0.1 0.1 -0.1
H 7.3034 1.5143 -3.6593 0.0 0.0 0.0
C -6.8084 -7.7190 1.3201 0.0 -0.1 0.3
C -5.5843 -6.9292 1.7166 0.2 0.0 0.1
O -5.0510 -7.0938 2.7930 -0.1 0.0 -0.1
C -5.0595 -5.9310 0.7186 0.1 -0.1 0.4
H -7.0779 -8.3976 2.1281 0.0 0.0 0.0
H -7.6443 -7.0425 1.1347 0.0 0.0 -0.2
H -6.5996 -8.3045 0.4233 -0.1 0.1 -0.1
H -5.8180 -5.1797 0.5098 0.0 -0.1 -0.2
H -4.7736 -6.4415 -0.2026 -0.2 0.1 -0.1
H -4.1815 -5.4366 1.1313 0.0 0.0 0.0
```
Positions in Å, forces in eV/Å.

Summary:
spin multiplicity = 1
highest occupied orbital energy = -0.32297 Eh
SMILES = O=C(O)NCOC(F)(F)F.CC(C)=O.CC(C)=O.CC(C)=O.CC(C)=O.CC(C)=O.CC(C)=O.CC(C)=O.CC(C)=O.CC(C)=O.CC(C)=O
calculated total energy = -2628.2697 Eh
E_LUMO = 0.21 eV
orbital gap = 9.000 eV

Here are the Löwdin charges for atoms 1 to 2, given in e: number 1, O, carries 0.174; number 2, C, carries -0.597

***

| no. | strongest force on any atom (hartree/bohr) |
| --- | --- |
| 1 | 0.074 |
| 2 | 0.018 |
| 3 | 0.114 |
| 4 | 0.079 |
| 5 | 0.049 |
| 6 | 0.070 |